[1]
{"formula": "C6H13N", "method": "ωB97M-V with the def2-TZVPD basis set", "species": ["C", "C", "C", "C", "C", "C", "N", "H", "H", "H", "H", "H", "H", "H", "H", "H", "H", "H", "H", "H"], "coordinates": [[-0.0074, 0.7965, 1.8425], [0.9790, 0.6678, 0.5046], [1.0139, -0.7082, -0.3351], [-0.3292, -1.1999, -1.0004], [-0.5584, -0.4731, -2.2466], [-1.4597, 0.4703, -2.4197], [0.5379, 0.0830, 3.0257], [-1.0357, 0.6256, 1.6025], [0.1173, 1.9048, 1.9357], [0.6695, 1.4861, -0.0997], [2.0603, 0.9085, 0.6685], [1.3684, -1.3767, 0.4752], [1.6840, -0.4224, -1.2294], [-0.3198, -2.2966, -1.2574], [-1.0966, -0.8981, -0.2304], [0.1491, -0.8704, -2.9349], [-2.3301, 0.5432, -1.8256], [-1.6910, 1.1152, -3.3493], [0.2300, -0.8797, 3.0758], [0.0184, 0.5241, 3.7980]], "atomic_forces_ev_per_a": [[3.85, 0.57, -1.61], [-1.19, -1.36, 0.55], [1.33, 2.34, 0.23], [-1.61, 0.90, 1.51], [2.93, -3.45, 2.06], [-3.62, 3.69, -3.53], [-1.41, 1.33, -0.18], [-0.77, -0.43, -0.34], [-0.35, -0.91, 0.76], [-0.57, 0.69, -0.95], [-0.94, -0.48, 0.67], [0.12, -0.45, -1.41], [-0.20, -1.27, 1.78], [0.31, 0.86, 0.43], [0.37, -0.82, -0.82], [0.16, 0.39, -1.50], [-0.54, -0.11, 1.36], [1.40, -0.98, 1.33], [0.01, -0.20, -0.35], [0.71, -0.31, 0.03]], "nbo_charge": [-0.23, -0.41, -0.38, -0.49, 0.08, -0.07, -0.81, 0.17, 0.22, 0.19, 0.25, 0.26, 0.22, 0.30, 0.24, 0.25, 0.22, 0.25, 0.36, 0.37], "e_lumo_ev": [-4.69, -9.31], "largest_force_ev_per_a": 6.3, "charge": 1, "de_lowest_kcal_mol": 93.0, "spin_multiplicity": 2, "mol_weight_g_mol": 99.2, "e_tot_ev": -7911.178}

[2]
{"formula": "C5H13N2", "method": "ωB97M-V with the def2-TZVPD basis set", "species": ["C", "C", "C", "C", "N", "N", "C", "H", "H", "H", "H", "H", "H", "H", "H", "H", "H", "H", "H", "H"], "coordinates": [[-2.2053, -0.0735, -0.3557], [-0.9227, -0.1723, -0.0578], [-0.4205, -0.4987, 1.3273], [1.0644, -0.8400, 1.4402], [1.8260, 0.3555, 1.0270], [0.1336, -0.0165, -1.0759], [-0.0611, 1.0007, -2.1391], [-2.6122, 0.2755, -1.2977], [-3.0110, -0.0612, 0.3700], [-0.5396, 0.4451, 1.8691], [-1.0713, -1.0732, 1.9896], [1.4784, -1.3066, 2.3398], [1.2755, -1.6836, 0.7667], [2.6460, 0.1157, 0.4802], [2.1211, 0.8725, 1.8525], [0.5139, -0.8367, -1.5372], [0.8308, 0.3603, -0.3694], [-0.1951, 2.0149, -1.7870], [0.8279, 1.0052, -2.7715], [-0.8793, 0.6270, -2.7574]], "atomic_forces_ev_per_a": [[-0.54, 1.19, -0.40], [-1.46, -1.86, -0.02], [0.30, 1.23, 1.75], [0.45, -1.16, -0.89], [0.07, -0.25, -0.18], [0.48, 1.74, 1.06], [-0.10, -0.55, -1.08], [0.48, -0.30, -0.35], [0.45, -0.49, 0.43], [0.29, 0.35, 0.01], [-0.09, -0.80, -0.90], [-0.85, 0.61, 0.52], [0.06, 0.35, -0.43], [0.26, -0.04, 0.43], [-0.07, 0.15, -0.38], [-0.30, -0.55, 0.45], [0.93, 0.09, -0.67], [-0.36, -0.14, 0.47], [0.04, -0.12, 0.14], [-0.06, 0.54, 0.04]], "nbo_charge": [-0.34, 0.13, -0.49, -0.25, -0.87, -0.58, -0.42, 0.22, 0.24, 0.24, 0.27, 0.24, 0.19, 0.39, 0.41, 0.44, 0.48, 0.25, 0.23, 0.23], "e_lumo_ev": -3.06, "largest_force_ev_per_a": 2.4, "charge": 1, "de_lowest_kcal_mol": 56.6, "mol_weight_g_mol": 101.2, "e_tot_ev": -8368.356, "smiles": "C=C(CCN)[NH2+]C"}

[3]
{"formula": "C4H8O2", "method": "ωB97M-V with the def2-TZVPD basis set", "species": ["C", "O", "C", "C", "C", "O", "H", "H", "H", "H", "H", "H", "H", "H"], "coordinates": [[1.7618, 1.1502, 0.3731], [0.4945, 0.8804, -0.1718], [-0.3238, 0.1938, 0.7433], [-1.3048, -0.7174, 0.0434], [-1.0950, -1.1417, -1.3379], [-0.7683, -2.0012, -0.2616], [1.6929, 1.7203, 1.3112], [2.2981, 0.2126, 0.5774], [2.3213, 1.7340, -0.3603], [-0.8412, 0.9029, 1.4045], [0.2879, -0.4687, 1.3672], [-2.3136, -0.7462, 0.4553], [-0.2513, -0.7208, -1.8737], [-1.9368, -1.4697, -1.9434]], "atomic_forces_ev_per_a": [[0.29, 0.08, 0.06], [-0.03, -0.04, -0.09], [-0.20, -0.16, 0.14], [-0.10, 0.13, 0.20], [-0.09, 0.14, -0.38], [0.07, -0.29, 0.07], [-0.01, -0.02, -0.13], [0.00, 0.13, -0.01], [-0.07, -0.06, 0.10], [-0.01, -0.03, -0.10], [0.03, 0.09, 0.11], [0.13, 0.01, -0.05], [-0.04, -0.06, 0.01], [0.03, 0.10, 0.07]], "nbo_charge": [-0.25, -0.54, -0.09, 0.02, -0.10, -0.49, 0.16, 0.17, 0.19, 0.17, 0.18, 0.19, 0.20, 0.18], "e_lumo_ev": 1.09, "largest_force_ev_per_a": 0.4, "de_lowest_kcal_mol": 60.9, "mol_weight_g_mol": 88.1, "e_tot_ev": -8370.641, "smiles": "COC[C@H]1CO1"}

[4]
{"formula": "ClH14O7Zr", "method": "ωB97M-V with the def2-TZVPD basis set", "species": ["Zr", "Cl", "O", "H", "H", "O", "H", "H", "O", "H", "H", "O", "H", "H", "O", "H", "H", "O", "H", "H", "O", "H", "H"], "coordinates": [[-0.1998, -0.0312, 0.0006], [-2.6549, 0.8884, 0.4910], [1.4766, 0.0873, -1.4671], [2.4119, -0.0773, -1.3466], [1.4139, 0.4943, -2.3311], [1.5168, -1.0446, 0.8686], [2.0051, -0.7942, 1.6529], [2.0368, -1.7459, 0.4760], [-0.3761, 1.8659, -1.1696], [-0.8276, 2.6925, -0.9992], [-0.1930, 1.8817, -2.1090], [-1.0938, -0.5554, -2.0140], [-0.8701, -1.2125, -2.6731], [-1.7144, 0.0250, -2.4547], [0.9266, 1.6541, 0.9540], [0.6612, 2.1349, 1.7380], [1.8671, 1.8160, 0.8801], [-1.2906, -1.8946, 0.5001], [-1.1877, -2.6451, -0.0850], [-2.0430, -2.1186, 1.0478], [-0.4921, -0.2692, 2.3735], [0.0101, -0.8502, 2.9448], [-1.3830, -0.3012, 2.7220]], "atomic_forces_ev_per_a": [[-4.16, 2.09, 1.52], [2.71, -0.87, -0.31], [-0.16, -0.28, 0.20], [0.79, -0.18, 0.17], [-0.02, 0.18, -0.74], [0.28, -0.27, -0.18], [0.28, 0.27, 0.79], [0.38, -0.84, -0.31], [0.24, -0.40, -0.76], [-0.62, 0.59, 0.60], [0.02, 0.28, -0.57], [0.64, -0.08, 0.45], [0.22, -0.74, -0.45], [-0.94, 0.47, 0.00], [0.07, -0.65, 0.15], [-0.57, 0.38, 0.75], [0.68, 0.29, -0.31], [1.08, -0.16, -0.89], [-0.11, -0.80, -0.41], [-0.74, 0.24, 0.54], [0.39, 0.43, -0.89], [0.39, -0.38, 0.42], [-0.84, 0.45, 0.21]], "nbo_charge": [2.30, -0.40, -0.94, 0.55, 0.55, -0.95, 0.56, 0.55, -0.93, 0.57, 0.52, -0.95, 0.55, 0.56, -0.94, 0.56, 0.54, -0.94, 0.54, 0.57, -0.94, 0.53, 0.55], "e_lumo_ev": -13.15, "largest_force_ev_per_a": 4.9, "charge": 3, "de_lowest_kcal_mol": 12.0, "mol_weight_g_mol": 252.8, "e_tot_ev": -28337.186}

[5]
{"formula": "FH4N2PS", "method": "ωB97M-V with the def2-TZVPD basis set", "species": ["N", "P", "N", "F", "S", "H", "H", "H", "H"], "coordinates": [[0.2709, -0.7010, 1.3687], [0.0708, 0.7808, -0.2077], [-0.1018, -0.3399, -1.4505], [1.6341, 1.1558, -0.4092], [-0.9071, 2.4412, -0.0097], [0.1866, -0.1311, 2.2647], [-0.5090, -1.3002, 1.2283], [0.3489, -1.2621, -1.0989], [-0.9934, -0.6434, -1.6858]], "atomic_forces_ev_per_a": [[1.18, 4.58, -1.39], [1.58, -1.47, 2.17], [2.69, -1.44, 1.76], [-1.60, -0.91, 0.43], [0.22, -1.53, -0.19], [-0.20, -1.19, -1.52], [-1.16, -0.26, 0.14], [-0.40, 2.11, -0.78], [-2.30, 0.12, -0.63]], "nbo_charge": [-1.07, 1.72, -1.16, -0.56, -0.48, 0.38, 0.35, 0.41, 0.40], "e_lumo_ev": 0.17, "largest_force_ev_per_a": 4.9, "de_lowest_kcal_mol": 39.2, "mol_weight_g_mol": 114.1, "e_tot_ev": -25887.513, "smiles": "NP(N)(F)=S"}

[6]
{"formula": "C16H33BrNO4S", "method": "ωB97M-V with the def2-TZVPD basis set", "species": ["C", "C", "C", "Br", "C", "C", "N", "C", "C", "C", "C", "C", "C", "C", "O", "C", "H", "H", "H", "H", "H", "H", "H", "H", "H", "H", "H", "H", "H", "H", "H", "H", "H", "H", "H", "H", "H", "H", "H", "H", "H", "O", "S", "O", "O", "C", "C", "C", "H", "H", "H", "H", "H", "H", "H", "H"], "coordinates": [[-3.5656, -1.3180, 3.4441], [-2.9286, -0.0439, 4.0065], [-1.4947, 0.2057, 3.5329], [-0.5153, 1.1553, 4.9149], [-1.4179, 0.9833, 2.1901], [-2.1206, 0.1405, 1.1680], [-1.3156, -0.5353, 0.4426], [-1.6752, -1.5207, -0.6016], [-2.9243, -1.2037, -1.4254], [-4.2503, -1.4919, -0.7156], [-2.8702, 0.2045, -2.0561], [0.0978, -0.2236, 0.7839], [-0.0509, 1.1268, 1.4669], [1.2354, 1.6197, 2.1324], [2.1982, 1.8660, 1.1331], [1.9884, 3.0399, 0.3565], [-2.8502, -2.1461, 3.4270], [-3.9750, -1.2105, 2.4379], [-4.3951, -1.6332, 4.0752], [-3.5469, 0.8268, 3.7674], [-2.9123, -0.1107, 5.0926], [-0.9819, -0.7530, 3.4311], [-1.9208, 1.9408, 2.3387], [-3.1880, 0.0441, 1.0383], [-0.7985, -1.5832, -1.2445], [-1.7806, -2.4813, -0.0890], [-2.8445, -1.9322, -2.2360], [-5.0288, -1.7101, -1.4466], [-4.1909, -2.3521, -0.0438], [-4.6234, -0.6345, -0.1481], [-2.0239, 0.7953, -1.6983], [-3.7746, 0.7752, -1.8463], [-2.7667, 0.1494, -3.1380], [0.4572, -1.0086, 1.4577], [0.7057, -0.2249, -0.1172], [-0.2568, 1.8402, 0.6592], [1.0417, 2.5098, 2.7377], [1.6693, 0.8582, 2.7819], [2.9693, 3.4483, 0.1144], [1.4346, 3.7971, 0.9224], [1.4651, 2.8225, -0.5797], [5.1169, 0.9355, -3.4302], [3.9532, 0.1583, -3.7295], [2.6596, 0.7470, -3.5430], [4.0194, -1.2023, -2.9082], [4.6181, -1.1417, -1.5826], [3.8510, -0.2157, -0.6694], [4.0576, -0.5105, -5.3495], [5.6542, -0.8225, -1.6870], [4.5987, -2.1792, -1.2573], [3.9956, 0.8198, -0.9745], [4.1931, -0.3177, 0.3607], [2.7832, -0.4298, -0.7073], [5.0257, -0.9888, -5.4675], [3.9562, 0.3309, -6.0322], [3.2428, -1.2155, -5.4896]], "atomic_forces_ev_per_a": [[0.05, -0.16, 0.01], [-0.13, 0.02, -0.05], [0.08, -0.12, -0.22], [0.02, 0.14, -0.06], [0.10, -0.02, 0.18], [-0.08, 0.04, -0.05], [-0.13, 0.14, -0.01], [0.09, -0.06, 0.25], [0.07, 0.05, -0.11], [-0.14, 0.03, 0.10], [0.05, -0.01, -0.04], [-0.06, -0.28, -0.03], [-0.01, 0.11, -0.07], [-0.10, -0.12, -0.04], [0.00, -0.01, 0.08], [0.11, 0.07, 0.08], [-0.03, 0.04, 0.03], [0.02, 0.01, 0.04], [-0.02, 0.04, 0.00], [0.03, 0.03, 0.07], [0.00, -0.06, -0.02], [0.06, 0.06, 0.05], [0.02, -0.02, -0.06], [0.04, 0.04, -0.02], [-0.03, 0.04, -0.05], [0.03, 0.00, -0.08], [-0.03, -0.02, 0.03], [0.05, 0.02, -0.03], [0.03, 0.01, -0.05], [0.05, -0.04, 0.02], [-0.01, -0.02, 0.01], [-0.01, -0.03, 0.01], [-0.03, 0.00, 0.00], [0.07, 0.05, -0.06], [-0.04, 0.09, 0.00], [0.01, 0.03, 0.05], [0.00, 0.03, -0.05], [-0.07, 0.03, 0.05], [-0.05, -0.06, -0.03], [0.00, -0.05, -0.02], [-0.02, -0.02, 0.04], [0.03, -0.01, -0.02], [-0.01, -0.04, 0.05], [-0.07, -0.04, 0.01], [0.01, 0.06, -0.02], [0.04, -0.02, -0.06], [0.01, 0.05, 0.06], [0.01, 0.05, -0.03], [0.00, -0.01, -0.02], [-0.04, 0.02, 0.04], [-0.03, 0.00, 0.07], [0.03, -0.01, -0.02], [0.03, -0.07, 0.00], [-0.01, 0.00, 0.00], [0.00, -0.02, -0.01], [0.00, 0.00, 0.00]], "nbo_charge": [-0.62, -0.44, -0.23, 0.05, -0.30, 0.29, -0.24, -0.22, -0.24, -0.61, -0.63, -0.22, -0.24, -0.06, -0.54, -0.27, 0.21, 0.19, 0.25, 0.21, 0.25, 0.21, 0.26, 0.25, 0.23, 0.23, 0.24, 0.24, 0.22, 0.19, 0.20, 0.22, 0.24, 0.22, 0.25, 0.22, 0.20, 0.20, 0.21, 0.17, 0.18, -0.94, 2.38, -0.95, -0.73, -0.07, -0.64, -0.88, 0.21, 0.20, 0.23, 0.23, 0.19, 0.26, 0.26, 0.25], "e_lumo_ev": -3.86, "largest_force_ev_per_a": 0.3, "charge": 1, "mol_weight_g_mol": 415.4, "e_tot_ev": -107678.044}